1.
Computed, not measured: a structure of composition C27H26NO2PtS2 at a distorted geometry, with the ωB97M-V functional and the def2-TZVPD basis.

## Properties
- M (g/mol) = 655.7
- net charge = +1
- E (hartree) = -2165.07888
- max |F| (eV/A) = 3.356
- lowest unoccupied orbital energy (alpha / beta) (eV) = -3.8 / -3.8
- ΔE to the lowest compared entry with this formula, charge and spin (kcal per mole) = 38.2
- highest occupied orbital energy (alpha / beta) (Ha) = -0.397 / -0.397
- Kohn-Sham gap (alpha / beta) (eV) = 6.980 / 7.021

Atoms and positions in Å:
Pt  -0.45602  1.20875  -0.35343
O  0.91818  -0.37845  -1.29333
S  2.01588  -1.38385  -1.19353
C  1.17788  -3.01555  -0.86863
C  0.45198  -3.14615  0.46327
C  -0.82562  -2.30795  0.56187
C  -1.92792  -2.81985  -0.34823
S  -2.95652  -1.41125  -1.06553
O  -2.31502  -0.15435  -0.59473
C  -2.38962  -1.70805  -2.76263
C  -1.38952  -0.95115  -3.34023
C  -0.92352  -1.30025  -4.59873
C  -1.47192  -2.38275  -5.26763
C  -2.51112  -3.10465  -4.69873
C  -2.97512  -2.76715  -3.44073
C  2.76778  -1.21535  0.44497
C  3.72358  -2.15845  0.79337
C  4.34328  -2.07305  2.02627
C  4.01638  -1.03775  2.88997
C  3.08558  -0.08005  2.51937
C  2.45658  -0.16385  1.28587
H  1.96338  -3.76445  -0.94923
H  0.50848  -3.14415  -1.71833
H  1.12618  -2.84755  1.27067
H  0.19118  -4.19805  0.61867
H  -0.58612  -1.26495  0.31477
H  -1.18052  -2.31335  1.59387
H  -2.63362  -3.45825  0.17977
H  -1.52892  -3.37865  -1.19253
H  -0.97172  -0.10225  -2.80923
H  -0.13212  -0.72695  -5.05733
H  -1.10072  -2.66265  -6.24143
H  -2.95972  -3.92865  -5.23193
H  -3.78232  -3.31775  -2.98263
H  3.97688  -2.94805  0.10317
H  5.08288  -2.80815  2.30157
H  4.50068  -0.97535  3.85157
H  2.85788  0.74235  3.18197
H  1.73828  0.59615  0.97537
C  -0.58942  1.46465  4.29337
C  -0.65942  2.83615  4.48977
C  -0.67122  3.68095  3.39407
C  -0.58862  3.14475  2.10377
N  -0.54232  1.81355  1.94577
C  -0.55282  1.00545  2.98937
C  -0.55952  3.92905  0.86597
C  -0.53962  5.32445  0.86907
C  -0.54062  6.03115  -0.32093
C  -0.58542  5.35855  -1.53323
C  -0.61142  3.97125  -1.55033
C  -0.56842  3.23755  -0.36933
H  -0.57082  0.76705  5.11417
H  -0.70612  3.24295  5.48767
H  -0.75212  4.74565  3.54897
H  -0.52462  -0.05285  2.77907
H  -0.52562  5.87085  1.80077
H  -0.51822  7.11175  -0.30293
H  -0.60632  5.90445  -2.46583
H  -0.67242  3.46475  -2.50683

2.
Computed, not measured: a structure of composition C31H32CdN7O4Se, with the ωB97M-V functional and the def2-TZVPD basis.

## Properties
- M (g/mol) = 758.0
- net charge = +1
- E (hartree) = -4453.73893
- max |F| (eV/A) = 0.289
- lowest unoccupied orbital energy (eV) = -2.2
- ΔE to the lowest compared entry with this formula, charge and spin (kcal per mole) = 0.0
- highest occupied orbital energy (Ha) = -0.372
- Kohn-Sham gap (eV) = 7.909

Atoms and positions in Å:
Cd  0.03919  0.05886  -0.39062
C  0.09871  -2.27635  -2.74982
C  1.52375  -2.38861  -2.19146
C  2.31093  -1.13398  -2.43582
C  3.47428  -1.13996  -3.19032
C  4.12926  0.05726  -3.43515
C  3.59484  1.23111  -2.93730
C  2.42839  1.15940  -2.19741
N  1.81165  0.00392  -1.94277
N  -0.89025  -1.76528  -1.78055
C  -2.01026  -1.12586  -2.47487
C  -2.95562  -0.41232  -1.53398
C  -4.24690  -0.10251  -1.94249
C  -5.06756  0.60359  -1.08129
C  -4.58714  0.95406  0.17126
C  -3.29585  0.59276  0.50143
N  -2.48924  -0.06706  -0.33380
C  -1.35353  -2.82685  -0.88027
C  -0.66285  -2.91037  0.46263
C  -0.69876  -4.10526  1.17200
C  -0.19861  -4.14109  2.46105
C  0.32137  -2.97995  3.01390
C  0.35058  -1.84242  2.23230
N  -0.11520  -1.81357  0.98221
H  -0.23279  -3.25160  -3.12514
H  0.11104  -1.59664  -3.60250
H  2.03446  -3.22381  -2.66957
H  1.50908  -2.60351  -1.11800
H  3.85740  -2.07227  -3.58210
H  5.04198  0.07071  -4.01615
H  4.06671  2.18718  -3.11151
H  1.96007  2.04612  -1.78930
H  -2.57718  -1.84519  -3.08066
H  -1.59276  -0.37951  -3.15615
H  -4.59291  -0.40580  -2.92202
H  -6.07260  0.87205  -1.37918
H  -5.19873  1.49684  0.87814
H  -2.87793  0.83282  1.47142
H  -1.29026  -3.80597  -1.36800
H  -2.41071  -2.66314  -0.66240
H  -1.12761  -4.98875  0.71730
H  -0.22459  -5.06041  3.03126
H  0.70052  -2.94927  4.02536
H  0.74879  -0.90723  2.60134
O  -0.18475  1.70393  1.21549
C  -0.86018  2.73218  1.09393
C  -1.52580  3.25213  -0.06031
C  -2.39946  4.32637  0.18125
C  -3.15474  4.84382  -0.82823
C  -3.05399  4.34068  -2.13966
C  -2.19481  3.31863  -2.40774
C  -1.38754  2.71664  -1.39037
O  -0.59701  1.76735  -1.69896
N  -4.08441  5.93110  -0.54549
O  -4.74033  6.36702  -1.47223
O  -4.13374  6.35526  0.59488
H  -1.01431  3.33522  2.00557
H  -2.49557  4.74059  1.17716
H  -3.66188  4.78296  -2.91623
H  -2.09172  2.92677  -3.41126
C  2.41130  1.71277  3.68736
N  2.99121  0.37956  3.75033
C  3.26040  -0.34274  4.89803
C  3.77646  -1.52449  4.50944
N  3.80927  -1.51856  3.12604
C  4.28783  -2.59246  2.27607
C  3.32631  -0.34600  2.66154
Se  3.11801  0.15995  0.90242
H  2.44094  2.15071  4.68155
H  1.38470  1.65858  3.32248
H  2.99066  2.31820  2.99424
H  3.07942  0.05758  5.87926
H  4.13780  -2.35822  5.08412
H  4.75752  -3.34815  2.90025
H  5.00802  -2.19752  1.56366
H  3.45719  -3.03196  1.72437

3.
Computed, not measured: the molecule C4H5NO2 at a distorted geometry, with the ωB97M-V functional and the def2-TZVPD basis.

## Properties
- M (g/mol) = 99.1
- E (hartree) = -360.43103
- max |F| (eV/A) = 4.440
- lowest unoccupied orbital energy (eV) = -0.4
- ΔE to the lowest compared entry with this formula, charge and spin (kcal per mole) = 149.6
- highest occupied orbital energy (Ha) = -0.327
- Kohn-Sham gap (eV) = 8.540

Atoms and positions in Å:
O  -1.46879  1.07096  -0.29134
C  -0.73621  0.23895  -0.80641
O  -1.16385  -0.42258  -1.94021
C  0.79530  0.30506  -0.86709
C  1.22746  -0.20126  0.26554
C  0.82680  0.12650  1.63630
N  -0.15798  -0.73267  1.05571
H  -2.02474  -0.02525  -2.15589
H  1.33985  0.33362  -1.79848
H  0.49359  1.14326  1.81601
H  1.44636  -0.27273  2.43064
H  -0.57778  -1.56386  0.65524

4.
Computed, not measured: the molecule C10H16N2O7 at a distorted geometry, with the ωB97M-V functional and the def2-TZVPD basis.

## Properties
- M (g/mol) = 276.2
- E (hartree) = -1026.79900
- max |F| (eV/A) = 5.027
- lowest unoccupied orbital energy (eV) = 0.5
- ΔE to the lowest compared entry with this formula, charge and spin (kcal per mole) = 71.9
- highest occupied orbital energy (Ha) = -0.327
- Kohn-Sham gap (eV) = 9.375

Atoms and positions in Å:
N  -0.00868  2.77856  -1.38361
C  0.02547  1.31858  -1.39769
C  1.34669  0.82095  -2.15818
C  2.43833  0.14311  -1.25306
C  3.80809  -0.01301  -1.80277
O  4.80803  -0.55542  -1.22400
O  3.89947  0.65909  -2.93402
C  0.00301  0.90533  0.07082
O  0.41448  1.64737  0.97246
N  -0.36652  -0.31126  0.38139
C  -1.60145  -1.03979  0.21361
C  -2.16866  -1.66156  1.54397
C  -1.19380  -1.98862  2.61504
C  -0.88374  -0.59572  3.28966
O  -1.32147  0.55387  3.04156
O  0.13396  -0.98561  4.07862
C  -2.76536  -0.33313  -0.46820
O  -3.60259  -1.01665  -0.99694
O  -2.69948  0.98374  -0.52073
H  0.78615  3.25624  -0.82969
H  -0.36614  3.15223  -2.22090
H  -0.74227  0.63188  -1.94496
H  1.63379  1.59799  -2.83077
H  1.11176  -0.02713  -2.84214
H  2.44918  0.56930  -0.25781
H  2.21574  -0.93838  -0.99487
H  4.83888  0.63014  -3.31672
H  0.00033  -0.44576  1.37039
H  -1.53303  -2.00011  -0.34311
H  -2.82189  -2.46714  1.15668
H  -2.83469  -0.95950  1.99432
H  -1.71170  -2.65623  3.34384
H  -0.34705  -2.67922  2.30382
H  0.50377  -0.12828  4.37867
H  -3.44861  1.15415  -1.03469

5.
Computed, not measured: the molecule C6H10O at a distorted geometry, with the ωB97M-V functional and the def2-TZVPD basis.

## Properties
- M (g/mol) = 98.1
- E (hartree) = -309.73577
- max |F| (eV/A) = 3.522
- lowest unoccupied orbital energy (eV) = 0.9
- ΔE to the lowest compared entry with this formula, charge and spin (kcal per mole) = 66.9
- highest occupied orbital energy (Ha) = -0.293
- Kohn-Sham gap (eV) = 8.899

Atoms and positions in Å:
C  1.12200  -2.01218  0.34952
C  0.27215  -0.81533  0.03031
C  -1.17784  -1.04030  0.13863
C  0.74810  0.37137  -0.38440
C  0.17904  1.63005  0.18677
C  -0.84312  2.44268  -0.55462
O  -1.50256  2.05411  -1.48839
H  0.80924  -2.99293  -0.03306
H  1.09639  -2.07276  1.44767
H  2.14814  -1.79891  0.05530
H  -0.71046  -1.34737  -0.95244
H  -1.90368  -0.27124  -0.12932
H  -1.55262  -1.69775  0.95425
H  1.58600  0.42252  -1.07120
H  1.01456  2.29807  0.44254
H  -0.30172  1.36373  1.14634
H  -0.98363  3.46625  -0.13790

6.
Computed, not measured: a cluster of 2 separate species, C5H11NO in total at a distorted geometry, with the ωB97M-V functional and the def2-TZVPD basis.

## Properties
- M (g/mol) = 101.1
- E (hartree) = -326.97975
- max |F| (eV/A) = 3.113
- lowest unoccupied orbital energy (eV) = 0.9
- ΔE to the lowest compared entry with this formula, charge and spin (kcal per mole) = 95.1
- highest occupied orbital energy (Ha) = -0.307
- Kohn-Sham gap (eV) = 9.252

Atoms and positions in Å:
C  1.01064  0.69575  1.45336
C  0.95584  -0.40837  0.42971
C  -0.23270  -0.67347  -0.16023
C  -0.43570  -1.54144  -1.34645
C  -1.68219  -1.38077  -1.85750
N  -2.08767  -1.97617  -3.12991
H  1.20343  0.36014  2.46679
H  1.57501  1.57237  1.13622
H  0.00246  1.13795  1.53345
H  1.77860  -1.12670  0.52457
H  -1.16254  -0.66374  0.41097
H  0.15021  -2.46239  -1.28069
H  -2.49121  -0.93254  -1.29437
H  -1.72043  -1.39301  -3.86563
H  -1.75779  -2.93001  -3.09377
O  1.40019  4.15682  2.52665
H  1.78309  4.23472  3.40981
H  1.71076  3.33087  2.13702